No. 1
The following is a quantum chemistry calculation of a cluster of 8 separate species, C40H79BFN10O11S in total at a distorted geometry, from the OMol25 dataset.

- HOMO level (eV) = -10.7
- DFT total energy (eV) = -94410.213
- charge = +1
- Kohn-Sham gap (eV) = 7.92
- max |F| (eV/A) = 3.8

Atoms and positions in Å:
C  -3.4544  -2.3797  5.1189
C  -3.1826  -2.0440  3.6204
C  -1.7747  -1.8502  3.2311
C  -1.4271  -1.4956  1.8776
C  -2.4776  -1.3270  0.8648
C  -1.9956  -0.8931  -0.5701
C  -2.0781  0.6938  -0.5869
C  -3.4551  1.4260  -0.8650
B  -4.6174  0.7044  -1.7352
N  -5.9931  0.8596  -1.2345
O  -4.4246  -0.0317  -2.9419
C  -2.8307  2.7640  -1.4790
C  -3.4717  4.1368  -1.0647
C  -3.5026  4.3953  0.4839
N  -4.0613  5.4800  0.8496
C  -1.2793  2.6174  -1.6305
C  -0.4423  3.7803  -2.2730
C  0.6628  4.3846  -1.2784
C  0.1583  5.7054  -0.5434
S  -0.1792  5.4178  1.2414
O  -0.4605  4.0044  1.5085
O  -1.2732  6.2510  1.7052
O  1.1693  5.7933  2.1181
N  -0.9122  1.4452  -1.1552
C  0.4949  0.9751  -1.1998
C  1.0783  0.5417  0.2142
F  0.3929  1.1076  1.3141
C  -3.8656  -1.5317  1.2149
C  -4.1945  -1.8914  2.6025
H  -2.7245  -3.1937  5.3902
H  -3.1642  -1.4709  5.7091
H  -4.5027  -2.6940  5.3289
H  -0.9927  -1.9745  4.0202
H  -0.3464  -1.3543  1.6404
H  -0.9343  -1.2524  -0.6788
H  -2.5725  -1.3859  -1.3888
H  -1.9314  0.9090  0.5137
H  -3.9360  1.5240  0.1453
H  -6.5871  0.0965  -1.5752
H  -5.9810  0.7341  -0.2131
H  -4.5934  -0.9637  -2.7014
H  -3.1760  2.6709  -2.5587
H  -3.0511  5.0104  -1.6326
H  -4.5530  4.0835  -1.3795
H  -3.0787  3.6428  1.1931
H  -4.0353  5.5250  1.8791
H  -0.0190  3.5358  -3.2811
H  -1.1675  4.6218  -2.4392
H  0.9303  3.6175  -0.5008
H  1.6167  4.6397  -1.7957
H  1.0021  6.4488  -0.5799
H  -0.7407  6.1601  -1.0379
H  1.7567  5.0146  2.0238
H  1.1947  1.7028  -1.6744
H  0.5055  0.0618  -1.8604
H  1.0973  -0.5821  0.2666
H  2.1506  0.8536  0.3389
H  -4.6796  -1.4107  0.4592
H  -5.2598  -2.0540  2.8851
C  -1.1176  2.3864  7.1041
C  -1.1488  1.1136  7.9113
O  -0.3310  0.2203  7.7460
N  -2.1257  0.9749  8.8475
C  -3.1795  1.9087  9.1933
H  -0.2853  2.3450  6.4046
H  -2.0426  2.4956  6.5349
H  -0.9750  3.2466  7.7605
H  -2.0806  0.0984  9.3457
H  -3.0835  2.1652  10.2499
H  -4.1428  1.4201  9.0347
H  -3.1331  2.8154  8.5969
C  -6.3291  -7.2079  2.5649
C  -5.7288  -5.8662  2.8971
O  -6.3464  -4.8222  2.7427
N  -4.4589  -5.8383  3.3824
C  -3.5679  -6.9530  3.6356
H  -7.3406  -7.0640  2.1911
H  -5.7412  -7.7032  1.7901
H  -6.3764  -7.8322  3.4588
H  -4.1264  -4.9051  3.5802
H  -3.2947  -6.9465  4.6926
H  -2.6650  -6.8191  3.0365
H  -4.0263  -7.9062  3.3882
C  5.7721  2.6715  -1.9114
C  4.6687  2.4948  -0.9042
O  3.4803  2.5218  -1.2272
N  5.0158  2.3009  0.3882
C  6.3493  2.2367  0.9616
H  5.3363  2.8149  -2.8985
H  6.3701  3.5507  -1.6652
H  6.4031  1.7820  -1.9386
H  4.2243  2.1900  1.0046
H  6.4699  1.2678  1.4407
H  6.4375  3.0209  1.7164
H  7.1243  2.3662  0.2135
C  3.1304  -1.9830  -3.4590
C  2.6614  -2.6925  -2.2155
O  2.7708  -2.1856  -1.0994
N  2.1041  -3.9192  -2.3498
C  1.8764  -4.6893  -3.5609
H  3.5485  -1.0161  -3.1837
H  3.9068  -2.5656  -3.9570
H  2.2906  -1.8159  -4.1366
H  1.8168  -4.3227  -1.4704
H  0.8061  -4.8800  -3.6329
H  2.4052  -5.6411  -3.4725
H  2.2165  -4.1687  -4.4522
C  3.0602  3.8602  -5.2173
C  2.9549  2.4038  -5.5941
O  3.7188  1.5624  -5.1487
N  1.9690  2.0397  -6.4604
C  0.9720  2.8805  -7.0942
H  3.8886  3.9909  -4.5245
H  3.2519  4.4670  -6.1040
H  2.1428  4.1909  -4.7255
H  1.9619  1.0515  -6.6652
H  -0.0191  2.5197  -6.8101
H  1.0817  2.7945  -8.1765
H  1.0729  3.9226  -6.8040
C  7.0212  -1.6149  1.9148
C  8.3407  -1.1327  1.3665
O  8.4296  -0.1296  0.6694
N  9.4530  -1.8498  1.6681
C  9.5576  -3.0538  2.4692
H  6.2301  -0.9427  1.5888
H  6.7994  -2.6151  1.5395
H  7.0443  -1.6183  3.0061
H  10.2965  -1.4673  1.2668
H  10.2293  -2.8563  3.3066
H  9.9860  -3.8454  1.8519
H  8.5926  -3.3760  2.8497
C  -1.4342  -1.7002  -4.2457
C  -1.5387  -3.1994  -4.2724
O  -0.8797  -3.8853  -3.5034
N  -2.3790  -3.7749  -5.1683
C  -3.2302  -3.1272  -6.1482
H  -0.7199  -1.4033  -3.4787
H  -1.0764  -1.3334  -5.2098
H  -2.4027  -1.2564  -4.0052
H  -2.3877  -4.7833  -5.1187
H  -4.2652  -3.4121  -5.9514
H  -2.9490  -3.4821  -7.1410
H  -3.1418  -2.0448  -6.1139

No. 2
The following is a quantum chemistry calculation of a cluster of 13 separate species, C40H80Cl8O27 in total at a distorted geometry, from the OMol25 dataset.

- HOMO level (eV) = -10.6
- DFT total energy (eV) = -198235.264
- Kohn-Sham gap (eV) = 10.66
- max |F| (eV/A) = 4.1

Atoms and positions in Å:
C  9.2118  -3.2824  3.8802
C  8.1081  -2.8071  2.9661
O  7.6995  -1.5142  3.1514
C  6.6275  -1.3347  3.9249
O  5.9467  -2.1644  4.4849
O  6.3324  -0.0579  3.9564
C  5.2412  0.3380  4.6845
H  9.5275  -4.3001  3.6506
H  8.9824  -3.2532  4.9454
H  9.9482  -2.5013  3.6917
H  7.2816  -3.5168  2.9299
H  8.5777  -2.8506  1.9834
H  4.4167  -0.3322  4.9275
H  4.7556  1.1600  4.1585
H  5.6739  0.7183  5.6098
C  -2.6883  7.2276  -10.4757
C  -2.1913  6.9523  -9.0772
O  -3.0392  7.5607  -8.0992
C  -2.6434  7.4798  -6.8302
O  -1.5281  7.0766  -6.4179
O  -3.6217  7.8946  -5.9517
C  -3.5727  7.6527  -4.6065
H  -3.7307  6.9120  -10.5183
H  -2.1764  6.6050  -11.2095
H  -2.6506  8.2416  -10.8739
H  -1.1597  7.2979  -9.0091
H  -2.1874  5.8884  -8.8402
H  -3.8700  6.6106  -4.4893
H  -4.2746  8.2833  -4.0608
H  -2.6285  7.7674  -4.0741
C  0.5705  2.3359  -1.3197
C  0.0881  2.2857  0.1197
O  0.4673  1.0301  0.7298
C  -0.3717  0.4647  1.6666
O  -1.4773  0.8956  2.0434
O  0.3860  -0.4254  2.4094
C  -0.2850  -0.9004  3.6338
H  0.2561  3.2824  -1.7595
H  0.3901  1.4776  -1.9670
H  1.6453  2.4767  -1.2052
H  -0.9669  2.4826  0.3103
H  0.6037  3.0809  0.6583
H  -1.3315  -1.1410  3.4465
H  -0.2843  -0.0907  4.3635
H  0.2074  -1.8047  3.9915
C  -9.1070  -7.7278  -1.3147
C  -7.5747  -8.1637  -1.2643
O  -6.7327  -7.0368  -1.4807
C  -6.5467  -6.1312  -0.4871
O  -6.8771  -6.2282  0.6852
O  -5.8963  -5.0543  -1.1220
C  -5.6321  -3.8359  -0.4133
H  -9.8071  -8.5603  -1.3856
H  -9.1209  -7.2136  -2.2757
H  -9.4483  -7.0834  -0.5046
H  -7.3716  -8.8462  -2.0896
H  -7.3773  -8.7167  -0.3460
H  -6.4855  -3.5114  0.1821
H  -5.3826  -3.0575  -1.1344
H  -4.8368  -3.9693  0.3201
C  0.9856  -2.3161  -6.1548
C  -0.4714  -2.3899  -6.5268
O  -1.2247  -1.7396  -5.4505
C  -1.9167  -0.5469  -5.6156
O  -2.0124  0.0044  -6.6761
O  -2.4882  -0.1085  -4.3867
C  -3.2964  1.1205  -4.3181
H  1.6069  -2.6703  -6.9774
H  1.3156  -3.0118  -5.3832
H  1.3848  -1.3381  -5.8863
H  -0.8596  -3.3893  -6.7234
H  -0.6715  -1.8228  -7.4359
H  -4.1957  1.0658  -4.9317
H  -2.7263  2.0152  -4.5684
H  -3.5108  1.2590  -3.2585
C  -0.0005  -6.9884  -3.0038
C  -0.2871  -7.8895  -1.7655
O  -0.0780  -7.2337  -0.5910
C  1.1367  -7.1383  -0.0792
O  2.0807  -7.9002  -0.2429
O  1.0952  -5.9659  0.6800
C  2.3126  -5.5401  1.3013
H  -0.6327  -6.1027  -2.9419
H  -0.1297  -7.3169  -4.0350
H  1.0344  -6.6480  -2.9685
H  0.2987  -8.8083  -1.7878
H  -1.3404  -8.1668  -1.8076
H  2.8013  -6.4974  1.4826
H  1.8979  -5.1161  2.2158
H  2.9378  -4.7850  0.8248
C  6.8571  6.9092  -9.9431
C  6.2244  7.1981  -8.5237
O  5.5661  6.0584  -8.0143
C  4.3669  5.7090  -8.3639
O  3.6352  6.3309  -9.1769
O  4.0365  4.5677  -7.7079
C  2.7721  4.1081  -7.9854
H  7.5839  6.0979  -9.9828
H  7.3473  7.8111  -10.3096
H  5.9944  6.6456  -10.5550
H  5.5479  8.0364  -8.6899
H  7.0240  7.5494  -7.8715
H  2.7687  3.3186  -8.7369
H  2.0720  4.9216  -8.1761
H  2.5171  3.6330  -7.0381
C  1.5224  -2.7485  10.4358
C  1.8594  -1.4473  9.8483
O  2.4198  -0.6820  10.8792
C  2.5912  0.5618  10.6181
O  2.1875  1.1960  9.6871
O  3.2464  1.0933  11.6650
C  3.3321  2.4573  11.8046
H  1.0340  -3.4110  9.7213
H  0.8049  -2.6535  11.2509
H  2.3990  -3.2442  10.8529
H  0.9780  -1.0587  9.3382
H  2.6459  -1.4873  9.0948
H  3.7719  2.6082  12.7905
H  2.3443  2.9139  11.7419
H  4.0016  2.9057  11.0706
C  -7.0053  -5.2836  10.1123
C  -6.0377  -4.1265  9.9646
O  -6.1812  -3.6343  8.6245
C  -5.1164  -3.2843  7.8822
O  -3.9774  -3.1668  8.3164
O  -5.4659  -3.0947  6.5957
C  -6.7123  -3.5880  6.1130
H  -7.0409  -6.0076  9.2983
H  -8.0286  -4.9121  10.1664
H  -6.7333  -5.9658  10.9178
H  -5.0092  -4.4741  10.0626
H  -6.1759  -3.3788  10.7455
H  -6.8654  -3.3362  5.0635
H  -7.5614  -3.0521  6.5373
H  -6.8139  -4.6572  6.2990
C  5.1394  -0.7468  -2.0090
Cl  5.7320  -0.0229  -3.5572
Cl  5.4312  -2.5655  -1.9736
H  5.5750  -0.3129  -1.1090
H  4.0663  -0.5579  -2.0382
C  -6.0558  3.1535  2.2186
Cl  -7.1653  1.9207  1.5102
Cl  -5.3088  4.1312  0.9424
H  -6.7130  3.7338  2.8662
H  -5.3474  2.6360  2.8655
C  0.5475  10.0030  1.1326
Cl  -1.1652  10.4540  1.3684
Cl  0.8104  8.5120  0.1192
H  1.1688  10.8465  0.8318
H  0.9280  9.7975  2.1332
C  6.7396  5.4089  -2.6968
Cl  7.9284  4.1796  -2.1236
Cl  7.6663  6.7084  -3.5096
H  6.0632  4.9658  -3.4277
H  6.1173  5.7187  -1.8573

- What is the formula in the second record?
  C40H80Cl8O27

- Among the records above, which one has the lowest HOMO level?
  C40H79BFN10O11S